{
  "formula": "C49H49ClCoN4O2P2Si",
  "method": "ωB97M-V/def2-TZVPD",
  "s_squared": 0.7625,
  "de_lowest_kj_mol": 120.5,
  "homo_ev": [-0.36, -0.71],
  "orbital_gap_ev": [4.16, 4.51],
  "multiplicity": 2,
  "charge": -2,
  "symbols": ["Co", "Cl", "P", "P", "Si", "O", "O", "N", "N", "N", "N", "C", "C", "C", "C", "C", "C", "C", "C", "C", "C", "C", "C", "C", "C", "C", "C", "C", "C", "C", "C", "C", "C", "C", "C", "C", "C", "C", "C", "C", "C", "C", "C", "C", "C", "C", "C", "C", "C", "C", "C", "C", "C", "C", "C", "C", "C", "C", "C", "C", "H", "H", "H", "H", "H", "H", "H", "H", "H", "H", "H", "H", "H", "H", "H", "H", "H", "H", "H", "H", "H", "H", "H", "H", "H", "H", "H", "H", "H", "H", "H", "H", "H", "H", "H", "H", "H", "H", "H", "H", "H", "H", "H", "H", "H", "H", "H", "H", "H"],
  "xyz": [[0.803, 0.045, 0.103], [-0.073, -0.063, 3.374], [-5.563, -2.595, -0.784], [-2.536, -1.296, -0.721], [2.226, 1.605, -2.864], [-1.005, 0.650, -1.110], [2.596, -0.108, 1.035], [1.105, -1.590, -0.926], [1.710, 0.382, -1.796], [0.611, 1.747, 0.702], [-0.280, 2.495, 0.061], [-4.438, -0.014, -2.412], [-3.098, 3.455, -3.604], [-3.740, -0.007, -1.212], [-4.614, -5.644, -3.388], [-1.026, 1.908, -0.869], [-5.594, -3.064, -3.514], [-6.451, -5.272, 2.261], [-1.151, -1.859, -4.503], [-2.791, 5.060, -1.854], [-1.516, -4.044, -3.614], [2.227, -1.654, -3.058], [-2.108, -2.108, -2.299], [-7.467, -4.496, -0.188], [-3.305, 4.735, -3.106], [-0.496, -0.510, 1.692], [-4.903, -5.075, -4.625], [-1.637, -1.309, -3.336], [-5.578, 2.005, -1.788], [1.585, -3.670, -1.958], [-8.122, -5.455, 0.548], [-3.975, 1.016, -0.303], [-6.279, -3.905, 0.275], [0.314, -3.597, 0.186], [-5.241, -3.601, -2.272], [4.051, 1.344, -3.443], [4.025, 0.459, 4.275], [-5.408, -3.778, -4.676], [3.758, -0.104, 3.050], [1.246, 2.326, 1.707], [1.692, -0.930, -1.963], [-2.009, -3.488, -2.447], [2.159, 3.296, -1.984], [2.551, 2.282, 3.774], [-4.879, 2.021, -0.593], [-4.786, -4.925, -2.227], [1.027, -2.916, -0.940], [-2.069, 4.139, -1.132], [1.191, 1.803, -4.473], [-7.617, -5.862, 1.782], [-5.795, -4.307, 1.526], [3.417, 1.657, 4.642], [2.842, 0.477, 2.147], [-2.384, 2.524, -2.884], [-1.092, -3.235, -4.653], [2.223, 1.721, 2.530], [2.194, -3.021, -3.031], [-1.849, 2.846, -1.632], [-5.359, 0.978, -2.692], [-3.867, -2.456, -0.033], [-4.747, -5.638, -5.536], [-3.508, 3.181, -4.566], [-3.446, -3.453, 0.129], [-1.459, -0.016, 1.531], [2.056, 3.196, 4.078], [2.817, 3.327, -1.121], [-3.412, 1.047, 0.619], [-5.899, 0.954, -3.630], [4.635, 0.955, -2.616], [-6.273, 2.802, -2.024], [-1.653, 4.372, -0.164], [1.630, 2.541, -5.138], [-5.661, -3.336, -5.634], [-4.253, -6.665, -3.341], [-6.012, -2.067, -3.546], [2.665, -1.117, -3.885], [-5.024, 2.830, 0.109], [4.513, 2.270, -3.771], [-4.234, -0.788, -3.137], [-4.058, -2.023, 0.960], [-2.232, 1.538, -3.292], [-0.804, -1.211, -5.297], [-2.318, -4.146, -1.648], [-8.124, -6.623, 2.361], [4.695, -0.039, 4.967], [-3.849, 5.469, -3.689], [1.113, 0.868, -5.017], [-1.628, -0.244, -3.186], [4.130, 0.637, -4.265], [2.636, -3.608, -3.830], [3.600, 2.076, 5.623], [-4.899, -3.861, 1.930], [-1.454, -5.121, -3.708], [0.797, -3.362, 1.130], [0.186, 2.132, -4.237], [-7.858, -4.188, -1.150], [-2.961, 6.049, -1.445], [2.434, 4.106, -2.655], [-0.710, -3.232, 0.227], [0.931, 3.340, 1.952], [-9.038, -5.898, 0.172], [-4.569, -5.379, -1.269], [4.210, -1.042, 2.761], [0.308, -4.675, 0.039], [-0.706, -3.672, -5.564], [-0.676, -1.584, 1.766], [1.151, 3.490, -1.633], [1.532, -4.747, -1.922], [-6.057, -5.568, 3.226]],
  "lowdin_spin": [0.955, -0.003, 0.000, 0.001, 0.002, 0.041, 0.027, -0.005, 0.004, -0.002, -0.004, 0.000, 0.000, 0.000, 0.000, 0.006, 0.000, 0.000, 0.000, 0.000, 0.000, 0.000, 0.000, 0.000, 0.001, -0.014, 0.000, 0.000, 0.000, 0.000, 0.000, 0.000, 0.000, 0.000, 0.000, 0.000, -0.003, 0.000, 0.002, -0.015, -0.001, 0.000, 0.000, -0.003, 0.000, 0.000, -0.001, 0.001, 0.000, 0.000, 0.000, 0.001, 0.002, 0.002, 0.000, 0.002, -0.001, 0.001, 0.000, 0.000, 0.000, 0.000, 0.000, 0.001, 0.000, 0.000, 0.000, 0.000, 0.000, 0.000, 0.000, 0.000, 0.000, 0.000, 0.000, 0.000, 0.000, 0.000, 0.000, 0.000, 0.000, 0.000, 0.000, 0.000, 0.000, 0.000, 0.000, 0.000, 0.000, 0.000, 0.000, 0.000, 0.000, 0.000, 0.000, 0.000, 0.000, 0.000, 0.000, -0.001, 0.000, 0.000, 0.000, 0.000, 0.000, 0.000, 0.000, 0.000, 0.000]
}

=====

{
  "formula": "C5H5NO",
  "method": "ωB97M-V/def2-TZVPD",
  "de_lowest_kj_mol": 389.5,
  "homo_ev": [-7.82, -7.82],
  "orbital_gap_ev": [7.69, 7.68],
  "multiplicity": 1,
  "symbols": ["O", "N", "C", "C", "C", "C", "C", "H", "H", "H", "H", "H"],
  "xyz": [[1.579, 2.042, 0.715], [-1.355, 0.129, 0.029], [-0.577, 1.113, 0.560], [1.976, -1.331, 0.170], [0.852, 1.088, 0.459], [-1.119, -0.554, -1.061], [1.462, -0.242, 0.222], [-0.344, -0.208, -1.729], [2.434, -2.296, 0.152], [-1.063, 1.853, 1.181], [-2.183, -0.129, 0.562], [-1.662, -1.467, -1.261]],
  "nbo_charge": [-0.559, -0.373, -0.277, -0.225, 0.395, -0.150, -0.087, 0.212, 0.238, 0.219, 0.408, 0.198]
}

=====

{
  "formula": "C4H7NS",
  "method": "ωB97M-V/def2-TZVPD",
  "smiles": "CC(=S)N1CC1",
  "de_lowest_kj_mol": 197.3,
  "homo_ev": -8.55,
  "orbital_gap_ev": 8.67,
  "multiplicity": 1,
  "symbols": ["S", "N", "C", "C", "C", "C", "H", "H", "H", "H", "H", "H", "H"],
  "xyz": [[-1.494, -1.305, 0.147], [-0.206, 0.951, -0.162], [0.864, 1.579, -0.954], [0.791, 1.811, 0.495], [1.229, -1.130, 0.222], [-0.117, -0.454, 0.065], [1.255, -1.632, 1.195], [1.352, -1.901, -0.548], [0.486, 2.326, -1.652], [1.667, 0.950, -1.339], [0.356, 2.738, 0.866], [1.549, 1.357, 1.126], [2.083, -0.452, 0.163]],
  "nbo_charge": [0.044, -0.458, -0.251, -0.251, -0.723, 0.097, 0.252, 0.252, 0.217, 0.199, 0.217, 0.200, 0.206]
}

=====

{
  "formula": "C9H8N2",
  "method": "ωB97M-V/def2-TZVPD",
  "smiles": "c1ccc(-c2ncc[nH]2)cc1",
  "de_lowest_kj_mol": 225.4,
  "homo_ev": -8.47,
  "orbital_gap_ev": 9.26,
  "multiplicity": 1,
  "symbols": ["N", "N", "C", "C", "C", "C", "C", "C", "C", "C", "C", "H", "H", "H", "H", "H", "H", "H", "H"],
  "xyz": [[-2.008, 0.895, -0.380], [-1.913, -1.191, 0.525], [-3.228, -0.720, 0.303], [3.121, -0.065, -0.017], [-3.242, 0.480, -0.277], [1.029, -1.259, -0.227], [0.974, 1.017, 0.364], [2.353, 1.110, 0.286], [-1.185, -0.162, 0.007], [0.374, -0.114, 0.001], [2.409, -1.303, -0.237], [-3.985, 1.149, -0.582], [-4.031, -1.474, 0.780], [3.036, -2.135, -0.481], [4.350, 0.011, 0.001], [-1.516, 1.625, -0.950], [0.295, 2.054, 0.663], [2.850, 2.040, 0.601], [0.316, -1.958, -0.380]],
  "nbo_charge": [-0.522, -0.453, -0.105, -0.200, -0.112, -0.194, -0.183, -0.233, 0.321, -0.093, -0.208, 0.215, 0.224, 0.221, 0.228, 0.430, 0.209, 0.220, 0.236]
}

=====

{
  "formula": "C17H14N4O3S2",
  "method": "ωB97M-V/def2-TZVPD",
  "smiles": "O=C(Nc1nncs1)c1cccc(S(=O)(=O)N2CCc3ccccc32)c1",
  "de_lowest_kj_mol": 0.0,
  "homo_ev": -8.64,
  "orbital_gap_ev": 8.28,
  "multiplicity": 1,
  "symbols": ["S", "S", "O", "O", "O", "N", "N", "N", "N", "C", "C", "C", "C", "C", "C", "C", "C", "C", "C", "C", "C", "C", "C", "C", "C", "C", "H", "H", "H", "H", "H", "H", "H", "H", "H", "H", "H", "H", "H", "H"],
  "xyz": [[-5.585, 0.079, 0.252], [2.284, -1.036, -1.165], [1.767, -0.003, -2.012], [-3.696, -1.576, 0.903], [2.934, -2.165, -1.760], [-2.890, 0.221, -0.188], [-5.546, 2.352, -0.920], [3.333, -0.413, -0.013], [-4.278, 1.968, -0.896], [-2.741, -0.988, 0.440], [1.205, -2.580, 0.836], [0.169, -3.022, 1.645], [-4.112, 0.817, -0.329], [2.038, 1.615, 0.615], [-1.097, -2.486, 1.493], [3.367, 3.582, 1.057], [0.948, -1.616, -0.118], [4.538, 2.885, 0.783], [4.451, 1.558, 0.426], [-0.310, -1.075, -0.286], [3.207, 0.931, 0.344], [4.758, -0.749, -0.069], [-6.349, 1.511, -0.380], [2.136, 2.954, 0.971], [-1.350, -1.503, 0.535], [5.528, 0.579, 0.052], [1.236, 3.511, 1.184], [1.081, 1.123, 0.548], [5.993, 0.869, -0.893], [4.981, -1.413, 0.773], [3.418, 4.623, 1.336], [-7.406, 1.669, -0.317], [6.310, 0.520, 0.809], [5.497, 3.376, 0.844], [0.348, -3.782, 2.389], [2.204, -2.978, 0.921], [-1.919, -2.819, 2.110], [-2.102, 0.733, -0.560], [4.958, -1.286, -0.996], [-0.435, -0.353, -1.080]],
  "nbo_charge": [0.413, 2.323, -0.923, -0.586, -0.927, -0.608, -0.238, -0.699, -0.302, 0.656, -0.146, -0.210, 0.190, -0.254, -0.148, -0.223, -0.326, -0.185, -0.060, -0.202, 0.222, -0.209, -0.185, -0.194, -0.082, -0.436, 0.217, 0.214, 0.223, 0.196, 0.216, 0.221, 0.226, 0.214, 0.227, 0.236, 0.242, 0.428, 0.236, 0.244]
}

=====

{
  "formula": "C2H8NO2P",
  "method": "ωB97M-V/def2-TZVPD",
  "smiles": "CP(C)(=O)ON",
  "de_lowest_kj_mol": 231.6,
  "homo_ev": -9.12,
  "orbital_gap_ev": 9.88,
  "multiplicity": 1,
  "symbols": ["P", "O", "O", "N", "C", "C", "H", "H", "H", "H", "H", "H", "H", "H"],
  "xyz": [[0.263, -0.397, -0.054], [1.231, -1.484, -0.394], [1.117, 0.850, 0.738], [2.481, 0.643, 0.961], [-0.911, -0.819, 1.202], [-0.579, 0.460, -1.374], [-1.309, 1.189, -1.088], [-0.343, -1.557, 1.784], [2.741, 0.373, 1.934], [-1.039, 0.094, 1.727], [2.614, -0.278, 0.436], [0.073, 0.774, -2.329], [-1.173, -0.452, -1.681], [-1.805, -1.235, 0.906]],
  "nbo_charge": [2.128, -1.091, -0.684, -0.514, -1.031, -1.040, 0.258, 0.266, 0.328, 0.256, 0.360, 0.281, 0.240, 0.243]
}

=====

{
  "formula": "C15H19ClMoO",
  "method": "ωB97M-V/def2-TZVPD",
  "s_squared": 2.0426,
  "homo_ev": [-15.44, -15.67],
  "orbital_gap_ev": [6.46, 6.51],
  "multiplicity": 3,
  "charge": 2,
  "symbols": ["Mo", "Cl", "O", "C", "C", "C", "C", "C", "C", "C", "C", "C", "C", "C", "C", "C", "C", "C", "H", "H", "H", "H", "H", "H", "H", "H", "H", "H", "H", "H", "H", "H", "H", "H", "H", "H", "H"],
  "xyz": [[-0.403, -0.108, -0.415], [0.189, 0.551, -2.663], [0.921, 1.707, 2.058], [-2.465, 0.797, -0.773], [1.716, -0.511, 1.388], [0.185, 0.782, -4.862], [1.587, 1.333, -5.056], [-2.429, -0.562, -1.250], [1.187, -1.854, -0.517], [-2.143, -1.418, -0.131], [-1.964, -0.584, 1.039], [-0.056, -0.628, -5.353], [2.716, -0.316, 0.297], [-2.130, 0.786, 0.627], [0.841, 0.822, 1.269], [-0.951, 1.767, -5.060], [0.816, -1.599, 0.844], [2.390, -1.076, -0.800], [1.686, 2.259, -4.476], [2.047, -0.600, 2.430], [1.839, 1.568, -6.100], [0.748, -1.278, -4.986], [-1.880, 1.320, -4.683], [-2.140, -2.504, -0.170], [-1.123, 2.059, -6.108], [-0.732, 2.681, -4.492], [2.315, 0.596, -4.696], [-1.019, -0.982, -4.966], [-1.802, -0.903, 2.066], [3.613, 0.300, 0.431], [-2.770, 1.664, -1.350], [-2.091, 1.656, 1.272], [-2.633, -0.870, -2.272], [2.955, -1.151, -1.740], [0.263, -2.310, 1.469], [0.799, -2.671, -1.134], [-0.084, -0.724, -6.451]],
  "nbo_charge": [0.748, -0.200, -0.371, -0.212, -0.386, 0.495, -0.731, -0.193, -0.292, -0.241, -0.237, -0.729, -0.125, -0.230, 0.545, -0.729, -0.208, -0.171, 0.250, 0.326, 0.302, 0.243, 0.234, 0.290, 0.302, 0.249, 0.242, 0.236, 0.294, 0.276, 0.293, 0.300, 0.287, 0.271, 0.283, 0.286, 0.304]
}

=====

{
  "formula": "C5H7NO",
  "method": "ωB97M-V/def2-TZVPD",
  "de_lowest_kj_mol": 583.5,
  "homo_ev": -8.85,
  "orbital_gap_ev": 9.46,
  "multiplicity": 1,
  "symbols": ["O", "N", "C", "C", "C", "C", "C", "H", "H", "H", "H", "H", "H", "H"],
  "xyz": [[-1.375, 0.769, 0.797], [1.396, -0.393, -0.561], [0.186, 0.213, -1.261], [-2.432, 0.025, 0.595], [-0.184, 0.248, 0.212], [1.238, 0.731, 0.456], [0.381, -1.161, 0.281], [0.401, 1.157, -1.769], [1.705, 0.517, 1.421], [-0.148, -1.942, -0.267], [1.524, 1.713, 0.070], [0.781, -1.517, 1.234], [-0.351, -0.490, -1.901], [-3.228, 0.629, 1.096]],
  "nbo_charge": [-0.465, -0.334, -0.254, 0.092, 0.190, -0.249, -0.253, 0.196, 0.197, 0.209, 0.197, 0.197, 0.204, 0.074]
}

=====

Question: Look up the multiplicity of the fourth one.
Answer: 1